Density functional theory data (the ωB97M-V functional and the def2-TZVPD basis) for a 2-piece molecular cluster, C5H11NO overall in a non-equilibrium geometry.

Last column: Löwdin charge in e.
Element x y z (Å)
1 H 0.85 -2.33 0.33  0.10
2 C 2.30 -0.88 -0.06  -0.02
3 C 1.27 -1.37 0.60  -0.19
4 C -1.53 1.08 -0.66  -0.28
5 H 1.19 -1.72 2.76  0.12
6 H 1.41 -0.03 2.27  0.11
7 H -2.04 1.56 0.17  0.11
8 H -0.86 -0.27 1.55  0.03
9 H -0.82 -0.58 -1.30  0.07
10 H -1.21 2.82 -1.84  0.07
11 O -0.51 -0.85 2.25  -0.10
12 H -2.64 1.90 -2.27  0.08
13 C -1.60 1.81 -1.96  -0.08
14 H 2.72 -1.39 -0.91  0.05
15 C 0.87 -0.96 2.04  -0.28
16 H 2.78 0.05 0.23  0.05
17 H -1.04 1.29 -2.74  0.07
18 N -1.17 -0.13 -0.46  0.09

HOMO energy in eV: -9.4
Calculated total energy in Ha: -327.04152
Orbital gap in eV: 10.3
SMILES: [H]/N=C\C.C=CCO
Max |F| in eV/A: 2.2
LUMO energy in eV: 0.89

Density functional theory data (the ωB97M-V functional and the def2-TZVPD basis) for a 2-piece molecular cluster, C5H11NO overall.

Last column: Löwdin charge in e.
Element x y z (Å)
1 H 0.15 -0.59 -1.94  0.11
2 O -1.89 -0.34 -1.98  -0.05
3 C -1.67 -0.68 1.04  -0.04
4 N -0.72 0.34 0.67  -0.15
5 H -0.83 -2.01 -1.75  0.12
6 C -0.63 -0.82 0.00  -0.20
7 H 2.77 0.64 1.19  0.02
8 C -0.75 -0.97 -1.46  -0.25
9 H 2.62 0.80 -0.57  0.02
10 C -0.31 1.53 0.96  0.04
11 H -2.69 -0.43 0.79  0.11
12 H -1.81 0.57 -1.70  0.08
13 H 1.69 -0.49 0.24  -0.01
14 H 3.45 -0.58 0.07  0.02
15 H -1.51 -1.14 2.00  0.10
16 C 2.63 0.10 0.26  -0.06
17 H 0.41 2.01 0.32  0.07
18 H -0.69 2.00 1.85  0.07

HOMO energy (spin up / spin down) in eV: -7.5 / -7.5
Calculated total energy in Ha: -326.95164
Orbital gap (spin up / spin down) in eV: 8.3 / 8.3
Max |F| in eV/A: 0.9
LUMO energy (spin up / spin down) in eV: 0.79 / 0.79